(1)
The molecule C4H6O2, computed with ωB97M-V with the def2-TZVPD basis set.

HOMO level (eV): -9.21
Energy above the lowest of the compared OMol25 structures with the same formula, charge and spin (eV): 1.9664
Kohn-Sham gap (eV): 10.08

```
12
Properties=species:S:1:pos:R:3:forces:R:3:nbo_charge:R:1
O 0.212 -0.486 3.122 0.0 -0.2 -0.5 -0.50
C 0.053 -0.893 1.998 0.1 0.1 0.3 0.42
O 0.106 -0.514 -0.397 -0.1 0.0 -0.1 -0.51
C -0.357 0.637 -0.964 -0.1 0.2 -0.2 0.13
C -0.779 0.690 -2.221 0.0 0.0 0.1 -0.49
C 0.835 -0.373 0.804 0.1 0.1 0.1 -0.17
H -0.667 -1.702 1.766 0.0 0.1 0.0 0.12
H -0.361 1.511 -0.311 0.0 -0.1 -0.1 0.17
H -0.761 -0.187 -2.859 0.0 0.1 0.1 0.21
H -1.150 1.623 -2.626 0.0 -0.1 0.1 0.21
H 1.748 -0.975 0.697 -0.1 0.1 0.1 0.22
H 1.121 0.669 0.993 0.0 -0.2 0.0 0.20
```
Forces are in eV/Å.



(2)
The molecule C10H18FO3P in a non-equilibrium geometry, computed with ωB97M-V with the def2-TZVPD basis set.

HOMO level (eV): -9.79
Energy above the lowest of the compared OMol25 structures with the same formula, charge and spin (eV): 0.0000
Kohn-Sham gap (eV): 10.73

```
33
Properties=species:S:1:pos:R:3:forces:R:3:nbo_charge:R:1
C 2.923 0.730 -0.960 0.4 0.1 0.2 -0.04
C 2.001 1.158 -0.327 -4.8 1.1 1.3 -0.11
C 4.122 0.251 -1.616 0.0 -0.1 -0.2 -0.69
C 0.993 0.600 2.459 -0.1 0.1 0.0 -0.61
C 1.150 -2.457 0.234 -0.4 0.2 -0.1 -0.64
C -4.116 -0.369 -0.543 0.3 0.3 0.1 -0.63
C 0.359 1.797 1.763 0.0 -0.1 0.1 -0.47
C -0.226 -2.117 -0.315 0.4 -0.7 -0.4 -0.06
C -3.381 0.932 -0.814 -0.7 -0.1 -0.5 -0.06
C 0.290 1.645 0.268 4.3 -0.9 -1.3 0.11
O -0.734 0.258 -1.970 0.2 0.2 -0.1 -1.08
O -0.730 -0.942 0.306 -0.1 1.4 0.0 -0.82
O -2.220 1.057 0.000 1.1 -0.1 0.2 -0.81
F 0.041 2.834 -0.339 -0.1 0.2 0.0 -0.34
P -0.838 0.435 -0.522 -0.8 -0.7 0.6 2.36
H 3.838 -0.269 -2.531 0.2 0.0 -0.1 0.24
H 4.657 -0.440 -0.966 0.1 0.0 -0.1 0.23
H 4.772 1.086 -1.869 0.1 0.0 0.0 0.24
H 1.974 0.398 2.033 0.0 0.0 0.0 0.22
H 1.109 0.806 3.520 0.0 0.0 0.1 0.22
H 0.372 -0.282 2.339 0.0 -0.1 0.1 0.22
H 1.842 -1.651 0.003 0.1 0.0 0.0 0.22
H 1.098 -2.576 1.312 0.1 -0.1 0.2 0.21
H 1.510 -3.381 -0.207 0.1 -0.1 -0.1 0.21
H -3.473 -1.210 -0.789 0.0 -0.1 0.0 0.21
H -4.394 -0.433 0.505 -0.1 -0.1 0.1 0.21
H -5.013 -0.416 -1.156 -0.1 0.0 -0.1 0.22
H -0.658 1.948 2.132 0.0 0.1 0.0 0.23
H 0.938 2.701 1.975 -0.1 -0.1 -0.2 0.23
H -0.942 -2.917 -0.096 0.1 0.1 -0.1 0.18
H -0.182 -1.956 -1.397 -0.1 -0.1 0.2 0.21
H -4.004 1.795 -0.568 0.1 -0.1 -0.1 0.19
H -3.080 0.986 -1.865 -0.1 0.1 0.1 0.20
```
Forces are in eV/Å.



(3)
A structure of composition C7H27B2LiNO, computed with ωB97M-V with the def2-TZVPD basis set.

HOMO level (eV): -5.77
Energy above the lowest of the compared OMol25 structures with the same formula, charge and spin (eV): 0.0000
Kohn-Sham gap (eV): 8.69
Net charge: -1

```
39
Properties=species:S:1:pos:R:3:forces:R:3:nbo_charge:R:1
Li 0.337 0.906 1.036 0.1 0.3 0.4 0.87
B -0.101 2.766 0.029 0.3 0.8 0.0 -0.82
H 1.067 2.996 0.249 0.2 0.0 -0.1 -0.01
H -0.645 3.677 -0.545 -0.1 0.1 -0.2 -0.01
H -0.150 1.752 -0.605 -0.1 -0.5 -0.6 -0.08
H -0.614 2.581 1.090 -0.4 -0.1 0.5 -0.02
B 0.865 0.766 3.117 0.6 0.2 0.6 -0.78
H -0.305 0.839 2.857 -0.6 -0.2 -0.2 -0.06
H 1.026 0.874 4.310 0.0 -0.1 0.2 -0.01
H 1.366 -0.257 2.703 0.0 -0.3 0.0 -0.07
H 1.431 1.708 2.600 0.1 0.1 -0.3 -0.03
C 2.890 0.145 -0.449 0.1 0.1 0.2 -0.62
C 2.104 -1.051 0.069 0.4 -0.2 -0.1 -0.23
N 0.648 -0.890 0.019 0.1 -0.1 0.0 -0.49
C 0.121 -0.817 -1.361 -0.1 0.3 0.4 -0.24
C 0.167 -2.108 -2.168 -0.2 0.0 0.3 -0.64
C 0.008 -1.941 0.817 0.1 -0.5 -0.2 -0.23
C -1.482 -1.741 0.969 -0.4 0.6 0.0 -0.63
H 2.734 0.323 -1.512 0.0 0.1 0.0 0.20
H 3.959 -0.026 -0.296 0.0 -0.1 -0.1 0.21
H 2.660 1.056 0.106 -0.2 0.0 -0.1 0.24
H 2.436 -1.956 -0.469 -0.1 0.0 0.0 0.15
H 2.373 -1.216 1.111 -0.1 0.1 0.0 0.23
H 0.675 -0.028 -1.865 0.0 0.0 -0.1 0.21
H -0.896 -0.428 -1.280 0.0 -0.1 -0.1 0.22
H 1.190 -2.477 -2.244 0.0 -0.1 -0.2 0.20
H -0.253 -1.933 -3.159 0.2 0.0 -0.1 0.21
H -0.440 -2.887 -1.703 0.0 0.0 0.0 0.20
H 0.208 -2.929 0.365 0.0 0.0 0.0 0.15
H 0.487 -1.975 1.793 0.0 0.3 0.1 0.23
H -2.021 -1.797 0.020 0.0 -0.3 0.0 0.20
H -1.916 -2.436 1.687 0.1 -0.2 -0.1 0.21
H -1.720 -0.738 1.339 0.2 0.0 0.1 0.24
C -3.276 1.525 -1.702 0.1 0.0 -0.1 -0.24
O -2.789 1.282 -0.403 -0.3 -0.2 -0.1 -0.77
H -3.691 0.599 -2.116 0.0 0.0 0.0 0.15
H -4.068 2.282 -1.702 0.0 0.0 0.0 0.15
H -2.477 1.869 -2.366 0.0 0.0 0.0 0.17
H -1.910 1.687 -0.338 0.1 0.2 0.2 0.53
```
Forces are in eV/Å.



(4)
The molecule C6H8 in a non-equilibrium geometry, computed with ωB97M-V with the def2-TZVPD basis set.

HOMO level (eV): -8.38
Energy above the lowest of the compared OMol25 structures with the same formula, charge and spin (eV): 1.9778
Kohn-Sham gap (eV): 8.69

```
14
Properties=species:S:1:pos:R:3:forces:R:3:nbo_charge:R:1
C -2.919 -0.434 -0.191 -2.0 1.6 1.2 -0.38
C -1.875 0.342 0.108 0.0 0.9 1.0 -0.23
C -0.503 -0.082 0.128 3.9 -0.6 -2.0 -0.21
C 0.583 0.801 0.068 -1.9 -0.4 1.3 -0.20
C 2.017 0.412 -0.207 -0.3 1.8 -0.9 -0.23
C 2.723 -0.680 0.073 -0.7 -1.5 2.7 -0.39
H -2.883 -1.498 -0.322 0.4 -0.3 -0.4 0.20
H -3.978 -0.005 -0.061 1.7 -0.7 -0.5 0.20
H -1.940 1.411 0.451 -0.6 -1.0 -0.7 0.20
H -0.245 -1.170 -0.164 -0.6 1.7 0.7 0.21
H 0.291 1.905 0.291 1.0 -1.9 -0.7 0.21
H 2.618 1.190 -0.784 -1.2 -0.9 0.5 0.21
H 2.383 -1.431 0.968 0.8 1.6 -2.8 0.20
H 3.729 -0.761 -0.359 -0.5 -0.2 0.5 0.21
```
Forces are in eV/Å.



(5)
A structure of composition C28H61BBr18InNO6P in a non-equilibrium geometry, computed with ωB97M-V with the def2-TZVPD basis set.

HOMO level (eV): -4.47
Kohn-Sham gap (eV): 6.08
Net charge: -1

```
117
Properties=species:S:1:pos:R:3:forces:R:3:mulliken_charge:R:1
C -3.398 0.964 0.309 0.9 0.3 -0.1 -0.55
C -1.774 0.944 0.280 -1.8 -0.4 -1.0 0.48
O -1.260 0.780 1.646 2.3 -1.4 -0.2 -0.37
P 0.261 -0.028 1.583 1.4 2.8 -4.3 1.02
O 0.924 0.494 0.277 -0.9 -1.2 3.1 -0.75
C 0.113 -1.896 1.374 -0.5 -0.9 0.9 0.12
C -1.122 -2.592 2.118 -0.5 -1.0 -0.2 0.13
C -2.570 -2.133 1.602 0.8 0.8 0.8 -0.15
In -4.196 -3.672 2.028 -0.1 0.0 0.0 0.95
C -3.690 -5.742 1.263 -0.4 -0.6 -0.5 -0.84
C -3.897 -5.764 -0.326 -1.2 -0.6 1.5 -0.30
O -2.621 -5.505 -0.987 -1.7 2.9 -0.4 -0.36
C -2.523 -4.150 -1.343 3.6 -0.6 -1.4 0.42
O -1.454 -3.775 -1.868 -3.2 -0.8 1.5 -0.58
B -4.826 -3.703 4.253 0.8 0.7 0.8 -0.03
N -5.651 -4.788 4.882 0.3 1.3 0.9 -0.49
O -4.396 -2.558 5.064 -1.2 -0.9 -1.7 -0.64
O 1.269 0.486 2.851 -2.4 -2.2 -1.0 -0.43
C 1.271 -0.410 3.991 0.0 0.4 2.5 0.10
C -0.025 -0.245 4.950 0.8 -0.7 0.1 -0.50
H -3.763 0.634 1.333 0.3 0.3 -1.5 0.21
H -3.763 0.256 -0.520 0.3 1.1 1.4 0.19
H -3.747 2.027 0.086 0.3 -1.5 0.4 -0.03
H -1.427 1.918 -0.198 0.0 -1.5 0.8 -0.31
H -1.498 0.053 -0.388 0.0 1.5 1.1 0.20
H 1.099 -2.399 1.688 -1.6 1.1 -0.4 -0.50
H 0.013 -2.116 0.250 0.0 0.9 1.6 0.33
H -1.050 -3.717 1.874 0.2 1.6 0.4 0.39
H -1.060 -2.544 3.276 0.0 0.1 -1.9 -0.57
H -2.863 -1.205 2.218 0.4 -1.1 -1.1 0.02
H -2.503 -1.818 0.510 -0.1 -0.3 1.3 -0.19
H -5.684 -3.120 1.133 0.3 -0.1 -0.1 -0.41
H -2.645 -6.073 1.592 -1.4 0.2 -0.8 0.22
H -4.455 -6.461 1.734 1.1 1.0 -0.6 0.30
H -4.683 -4.967 -0.596 1.3 -1.1 0.2 0.19
H -4.352 -6.757 -0.688 1.1 1.3 0.2 0.26
H -3.375 -3.408 -1.203 0.6 -1.4 0.2 0.25
H -6.305 -4.323 5.549 0.6 -0.5 -0.3 0.09
H -5.054 -5.408 5.451 -0.4 0.2 -0.4 0.20
H -4.192 -1.877 4.382 0.1 -0.6 0.9 0.28
H 2.154 -0.077 4.650 -1.1 -0.4 -1.2 0.27
H 1.486 -1.500 3.736 -0.6 1.5 0.1 -0.02
H -0.281 0.838 5.166 0.5 -1.2 -0.5 0.30
H -0.944 -0.771 4.543 1.1 0.6 0.4 0.04
H 0.292 -0.745 5.943 -0.7 0.7 -1.5 0.10
Br -5.237 3.328 -2.043 0.0 0.1 0.0 -0.13
C -4.653 5.128 -1.575 -0.2 0.0 -0.2 -0.60
C -3.246 5.389 -2.051 0.2 0.1 0.2 -0.53
Br -1.933 4.522 -0.901 -0.1 0.1 -0.1 -0.08
H -4.768 5.228 -0.496 0.1 0.0 -0.1 0.36
H -5.358 5.793 -2.074 0.1 0.0 0.0 0.39
H -3.013 6.453 -1.995 -0.1 -0.1 0.0 0.33
H -3.062 5.035 -3.066 -0.1 0.0 0.1 0.31
Br 2.058 5.573 -0.635 -0.1 -0.1 0.0 -0.15
C 1.965 4.037 -1.832 0.1 -0.1 0.2 -0.23
C 2.846 4.228 -3.041 -0.1 -0.1 -0.1 -0.61
Br 2.033 5.447 -4.328 0.1 0.0 0.0 -0.18
H 0.914 3.894 -2.083 0.1 0.0 0.0 0.08
H 2.309 3.191 -1.235 -0.1 0.0 -0.1 0.26
H 2.968 3.288 -3.579 -0.1 0.1 0.1 0.39
H 3.829 4.633 -2.798 -0.2 0.0 0.0 0.42
Br -1.862 1.766 -4.199 -0.1 0.1 0.0 -0.08
C -3.507 1.241 -5.100 0.2 -0.2 0.2 -0.53
C -3.432 1.511 -6.581 -0.2 0.0 -0.1 -0.53
Br -3.667 3.408 -6.968 0.1 0.0 0.0 -0.16
H -4.322 1.770 -4.606 0.1 0.0 -0.1 0.21
H -3.606 0.171 -4.910 0.0 0.1 -0.1 0.35
H -4.247 1.011 -7.106 0.1 0.0 0.1 0.36
H -2.483 1.213 -7.026 -0.1 0.0 0.2 0.35
Br 6.631 -2.992 0.138 0.0 -0.1 -0.1 -0.18
C 4.871 -2.383 -0.444 0.1 0.1 -0.1 -0.42
C 4.162 -1.626 0.650 -0.4 0.1 0.0 -0.40
Br 3.443 -2.835 1.998 0.7 -0.1 0.1 -0.20
H 4.326 -3.264 -0.781 0.0 0.1 0.1 0.41
H 5.064 -1.731 -1.297 -0.1 0.0 0.1 0.19
H 3.293 -1.097 0.251 0.0 0.0 0.0 0.11
H 4.805 -0.917 1.171 0.0 -0.1 -0.1 0.45
Br 2.152 -2.183 7.978 -0.1 0.0 0.0 -0.16
C 0.948 -3.666 8.380 0.3 0.0 0.2 -0.58
C 1.013 -4.727 7.310 -0.3 -0.1 -0.2 -0.59
Br 0.035 -4.170 5.726 0.1 0.0 -0.1 -0.05
H -0.047 -3.241 8.507 0.1 -0.1 -0.1 0.38
H 1.293 -4.063 9.336 0.0 0.0 -0.1 0.35
H 0.523 -5.643 7.644 0.0 0.1 0.1 0.31
H 2.029 -4.961 6.993 -0.1 0.1 0.1 0.36
Br 8.483 -0.587 -2.979 -0.2 0.0 -0.1 -0.07
C 7.131 -1.847 -3.600 0.3 -0.1 0.3 -0.58
C 7.341 -2.211 -5.048 -0.2 -0.1 -0.1 -0.56
Br 6.741 -0.783 -6.233 0.0 -0.1 0.0 -0.18
H 6.161 -1.391 -3.407 0.1 -0.1 -0.2 0.33
H 7.249 -2.725 -2.963 0.0 0.0 -0.1 0.27
H 6.734 -3.076 -5.318 0.0 0.1 0.1 0.38
H 8.383 -2.412 -5.295 -0.1 0.1 0.1 0.40
Br 10.804 1.365 -5.302 0.0 0.0 -0.1 -0.15
C 9.463 1.943 -6.592 0.3 0.0 -0.1 -0.13
C 9.149 3.410 -6.437 -0.3 0.1 0.0 -0.63
Br 7.999 3.729 -4.897 0.1 0.0 0.0 -0.10
H 8.595 1.300 -6.456 0.1 0.2 0.1 -0.05
H 9.906 1.746 -7.570 0.0 0.1 0.1 0.35
H 8.582 3.774 -7.295 0.1 -0.1 0.0 0.34
H 10.036 4.028 -6.305 -0.1 -0.2 0.0 0.37
Br 6.559 8.077 -3.979 -0.1 -0.1 0.0 -0.13
C 4.851 8.781 -4.600 0.2 0.1 -0.1 -0.48
C 4.171 9.595 -3.528 -0.3 0.0 0.2 -0.57
Br 3.361 8.448 -2.178 0.2 0.1 -0.1 -0.09
H 4.259 7.929 -4.933 0.0 0.1 0.1 0.25
H 5.097 9.406 -5.460 0.0 0.0 0.1 0.34
H 3.343 10.168 -3.948 0.1 -0.1 0.0 0.33
H 4.848 10.272 -3.007 0.0 -0.1 -0.2 0.35
Br -8.470 -2.212 4.112 -0.1 -0.1 0.0 -0.09
C -9.907 -2.313 5.421 0.2 0.3 -0.3 -0.56
C -9.360 -2.456 6.819 -0.2 -0.2 0.2 -0.59
Br -8.741 -4.274 7.155 0.0 0.1 0.0 -0.15
H -10.551 -3.139 5.123 0.1 0.1 0.2 0.36
H -10.454 -1.375 5.316 0.0 -0.1 0.1 0.31
H -10.144 -2.282 7.558 0.0 0.0 -0.1 0.34
H -8.521 -1.792 7.024 -0.1 -0.1 -0.1 0.37
```
Forces are in eV/Å.